Entry 1:
Density functional theory data (ωB97M-V/def2-TZVPD) for CH2O4Sc as an isolated structure in a non-equilibrium geometry.

Cartesian coordinates (Å):
O 0.12497 0.91577 -0.43500
Sc 1.64458 -0.19384 0.37590
O 2.35834 -1.62036 1.39809
H 1.95486 -2.10909 2.11372
C -1.08791 1.07377 -0.59648
O -1.63265 2.07231 0.01154
O -1.86565 0.36938 -1.33433
H -1.49654 -0.50794 -1.53344

Computed properties:
- HOMO energy (alpha / beta) (eV) = -22.141 / -22.146
- HOMO-LUMO gap (alpha / beta) (Eh) = 0.37438 / 0.34481
- spin multiplicity = 2
- net charge = +2


Entry 2:
Density functional theory data (ωB97M-V/def2-TZVPD) for a 2-piece molecular cluster, CH2OPS overall in a non-equilibrium geometry.

Cartesian coordinates (Å):
C -3.45689 0.08837 0.27437
O -3.64895 0.43632 1.35301
P 0.70183 0.78934 -0.04335
S -3.49084 -0.51083 -1.17376
H -0.19068 1.24654 0.90395
H -0.09778 1.31077 -1.04940

Computed properties:
- HOMO energy (eV) = -1.180
- HOMO-LUMO gap (Eh) = 0.15233
- energy above the lowest of the compared OMol25 structures with the same formula, charge and spin (kJ/mol) = 114.3
- net charge = -1


Entry 3:
Density functional theory data (ωB97M-V/def2-TZVPD) for one molecule with the formula CH2P2 in a non-equilibrium geometry.

Cartesian coordinates (Å):
C -0.46188 -0.10503 0.00817
P -2.01733 -1.13083 0.01225
P -2.43209 0.84314 -0.01991
H -0.02672 0.01569 0.88138
H 0.02686 -0.01202 -0.94416

Computed properties:
- HOMO energy (eV) = -8.949
- HOMO-LUMO gap (Eh) = 0.29978
- energy above the lowest of the compared OMol25 structures with the same formula, charge and spin (kJ/mol) = 57.1


Entry 4:
Density functional theory data (ωB97M-V/def2-TZVPD) for CH2P2S3 as an isolated structure in a non-equilibrium geometry.

Cartesian coordinates (Å):
C -0.54667 0.38103 0.01060
P -1.76148 0.62844 1.38147
P -1.67684 0.44136 -1.45090
S -2.76868 1.79698 -0.15431
S -2.75361 -1.22247 1.11396
S -2.67324 -1.37449 -0.98769
H 0.27599 1.08459 -0.01012
H 0.19321 -1.08064 -0.00256

Computed properties:
- HOMO energy (eV) = -8.803
- HOMO-LUMO gap (Eh) = 0.31889
- energy above the lowest of the compared OMol25 structures with the same formula, charge and spin (kJ/mol) = 151.1


Entry 5:
Density functional theory data (ωB97M-V/def2-TZVPD) for one molecule with the formula CH2S3 in a non-equilibrium geometry.

Cartesian coordinates (Å):
C 1.25211 -0.19145 -0.01065
S 2.69949 -0.72361 0.15676
S -1.75663 0.05152 -0.44057
S -0.49505 -0.63979 1.03209
H 0.87067 0.51141 -0.79379
H -2.57059 0.99191 0.05616

Computed properties:
- HOMO energy (eV) = -8.897
- HOMO-LUMO gap (Eh) = 0.30689
- SMILES = S=CSS
- energy above the lowest of the compared OMol25 structures with the same formula, charge and spin (kJ/mol) = 119.1


Entry 6:
Density functional theory data (ωB97M-V/def2-TZVPD) for a 14-piece molecular cluster, CH30O13S2 overall in a non-equilibrium geometry.

Cartesian coordinates (Å):
C -0.43264 -2.25792 2.19199
S -2.17896 -2.73105 2.29764
S -3.18298 -1.08035 1.69115
H -0.04418 -1.27492 1.90728
H 0.03245 -2.96425 1.50738
H 0.08248 -2.42936 3.13940
H -3.46777 -1.39631 0.40941
H 1.12417 2.27282 -3.09665
H 1.64892 2.70173 -4.44780
O 1.74687 2.00221 -3.78581
H -2.13794 2.13886 -1.93318
H -2.48060 3.44948 -1.27558
O -2.04951 3.07564 -2.06040
H 0.30758 -1.00840 -3.96749
H 0.72387 -1.73234 -2.58440
O -0.03404 -1.52400 -3.23420
H 1.69434 -1.28099 -0.54552
H 2.36650 -2.55098 -0.86778
O 1.55476 -2.03667 -1.06142
H -1.20333 -0.64390 -2.27790
H -2.61005 -0.53064 -1.61601
O -1.80854 -0.02595 -1.78206
H 2.70008 0.62384 -1.34624
H 1.35581 1.29819 -1.08007
O 1.91617 0.61547 -0.74106
H 0.84235 3.58307 -0.71667
H -0.28467 2.87718 -1.44938
O 0.69533 3.00362 -1.43992
H -2.03257 1.02342 1.13328
H -1.31594 0.74681 -0.16379
O -1.50004 1.46309 0.48782
H 3.32210 -2.68437 2.01203
H 1.92226 -2.31624 1.64070
O 2.77305 -2.52876 1.26589
H 1.13324 0.23218 2.82161
H 2.28212 -0.09366 3.70590
O 1.49989 -0.50634 3.32820
H 1.12103 2.56705 1.66962
H 1.92104 1.54186 0.69646
O 1.84720 1.90850 1.61312
H 3.05918 -0.24161 -2.74726
H 3.13434 1.22414 -3.26010
O 3.62632 0.46026 -2.89346
H 0.08124 3.39094 2.86414
H -0.85204 2.80080 1.75315
O -0.51385 3.60455 2.13069

Computed properties:
- HOMO energy (eV) = -9.369
- HOMO-LUMO gap (Eh) = 0.34654
- energy above the lowest of the compared OMol25 structures with the same formula, charge and spin (kJ/mol) = 239.9


Entry 7:
Density functional theory data (ωB97M-V/def2-TZVPD) for a 16-piece molecular cluster, CH31O18 overall in a non-equilibrium geometry.

Cartesian coordinates (Å):
C -0.24472 0.28256 0.14974
O 0.39028 1.35556 0.24074
O -0.00272 -0.47044 -0.95826
O -0.95472 -0.17544 1.05974
H 0.67728 -0.26644 -1.55026
O -0.94772 0.45856 4.02374
H -1.56672 -0.21244 3.75774
H -0.81572 1.00456 3.27574
O 1.76928 0.19656 2.43174
H 0.91728 0.24556 1.99974
H 1.92128 -0.64544 2.88774
O -2.65772 -1.66844 -0.83926
H -1.83972 -1.25344 -0.60726
H -3.20072 -0.94944 -0.52526
O 2.49928 -2.11544 0.52674
H 2.30328 -1.26044 0.17074
H 2.19428 -2.76544 -0.09526
O -2.55972 -2.85944 2.20074
H -1.99672 -2.87344 2.99374
H -1.88472 -2.72944 1.48474
O 3.15728 0.62456 -0.29526
H 2.36028 0.86856 0.18574
H 3.84128 0.54956 0.34874
O 2.14628 2.82356 -1.47426
H 2.60928 2.07656 -1.04626
H 1.94528 3.54656 -0.91226
O -0.88272 2.16656 -2.48026
H -1.66572 2.04956 -1.90326
H -0.08372 1.98256 -2.04326
O 0.53428 4.14656 0.46274
H 1.34128 4.43056 0.88074
H 0.41228 3.21956 0.56674
O -1.16372 -0.07544 -4.21826
H -1.38772 0.26956 -3.30726
H -0.59672 -0.80444 -3.97026
O -0.34072 -2.87544 0.85674
H -0.20672 -2.83444 -0.14926
H -0.32072 -1.95144 1.08774
O 0.57428 -3.00644 -1.75126
H 0.41128 -3.91744 -1.98626
H 0.29128 -2.48144 -2.46226
O 2.09228 -0.14744 -2.92626
H 2.63128 0.15556 -2.22226
H 2.42128 -1.07644 -2.92126
O -1.03472 2.42956 2.33574
H -1.89472 2.78256 2.15474
H -0.99872 1.91556 1.50174
O -3.77872 0.05156 1.02374
H -3.35872 -0.80344 1.20474
H -3.05572 0.58656 0.83174

Computed properties:
- HOMO energy (eV) = -7.469
- HOMO-LUMO gap (Eh) = 0.34978
- energy above the lowest of the compared OMol25 structures with the same formula, charge and spin (kJ/mol) = 96.5
- net charge = -1


Entry 8:
Density functional theory data (ωB97M-V/def2-TZVPD) for a 15-piece molecular cluster, CH32O16 overall in a non-equilibrium geometry.

Cartesian coordinates (Å):
O -1.14196 -0.47860 -0.53365
C -0.97103 0.76994 0.08066
H -1.19055 0.61083 1.11902
H -1.65533 1.50767 -0.35990
H 1.90142 -2.94978 -3.25374
H 1.07664 -1.61927 -3.00546
O 1.15409 -2.57235 -2.79484
H -4.61905 -0.87313 0.80109
H -3.47447 -0.28685 -0.20428
O -4.23567 -0.13245 0.34537
H -0.90928 0.53697 3.66092
H -2.00967 0.06511 2.72315
O -1.86240 0.58279 3.51155
H -0.70573 -0.63031 -1.41298
H 1.22683 0.19762 -2.05815
O 0.76334 0.06114 -2.88909
H 1.08298 1.48684 3.28322
H 1.86468 0.41228 3.82333
O 0.98112 0.78825 3.92172
H 1.25352 -2.49091 1.73835
H 1.19265 -4.06288 1.71445
O 1.76092 -3.29900 1.83140
H 0.34286 2.63439 -1.59977
H 2.21251 3.71660 -0.46066
O 2.97882 3.17583 -0.24844
H 3.34311 0.39871 -0.49286
H 2.79987 -1.05877 -0.49687
O 2.50944 -0.09859 -0.45380
H 2.78414 3.04436 0.72252
H 0.99606 0.66373 -0.22473
O 0.30156 1.34800 -0.11033
H 0.35636 -3.10634 -0.87613
H -0.84844 -3.67626 -0.08998
O 0.07377 -3.43418 -0.01544
H 2.81020 -3.18939 -0.99595
H 2.82688 -3.05509 0.42951
O 3.28906 -2.64765 -0.34291
H 0.37914 3.57402 2.48189
H 0.48586 2.31868 1.49356
O 0.96928 2.95970 2.02814
H -3.52039 3.40575 -0.63981
H -4.19951 2.00410 -0.15231
O -3.40922 2.48944 -0.40576
H -1.07950 2.83434 -2.11846
H 0.23050 0.77213 -3.26610
O -0.16048 2.91054 -2.37648
H -2.48196 -1.79396 -0.98221
H -2.88704 -2.86726 -1.90458
O -3.25666 -2.08403 -1.48738

Computed properties:
- HOMO energy (eV) = -10.677
- HOMO-LUMO gap (Eh) = 0.39206


Number 1: E_tot -1100.25612 a.u., molar mass 122.98 g mol⁻¹. Number 2: E_tot -854.07636 a.u., molar mass 93.07 g mol⁻¹. Number 3: E_tot -721.92836 a.u., molar mass 75.97 g mol⁻¹. Number 4: E_tot -1916.55562 a.u., molar mass 172.18 g mol⁻¹. Number 5: E_tot -1233.80709 a.u., molar mass 110.23 g mol⁻¹. Number 6: E_tot -1830.60402 a.u., molar mass 314.37 g mol⁻¹. Number 7: E_tot -1411.13227 a.u., molar mass 331.24 g mol⁻¹. Number 8: E_tot -1261.13334 a.u., molar mass 300.25 g mol⁻¹.